DFT (ωB97M-V/def2-TZVPD) results for a molecular structure, C4H8N2O2 at a distorted geometry.

- Energy relative to the best compared isomer or geometry (same formula, charge and spin): 179.5 kcal/mol
- DFT total energy: -11346.329 eV
- HOMO energy: -9.5 eV
- LUMO: -0.03 eV

```
! wB97M-V def2-TZVPD RIJCOSX def2/J DEFGRID3
* xyz 0 1
C 0.239 -0.149 0.464
C 1.049 0.172 -0.809
C -0.457 1.299 0.960
C -1.138 -0.393 -0.249
H -0.482 -0.688 2.121
H 1.685 -1.026 1.685
H 0.595 -0.692 -1.683
H 0.993 1.331 -0.968
H 3.120 -0.628 -0.490
H -0.903 1.274 2.030
H 0.221 2.191 0.840
H -2.455 1.297 -0.202
N 0.572 -1.204 1.401
N -1.459 1.049 -0.404
O 2.418 0.257 -0.704
O -1.757 -1.201 -0.859
*
```